Entry 1:
ORCA calculation (ωB97M-V/def2-TZVPD) on a molecular structure, C35H29N6RuSSe.

Each line ends with the Mulliken spin population.
Element x y z (Å)
1 Ru 0.65622 1.13690 -0.34292  0.97
2 Se 6.30432 1.15550 4.94108  0.00
3 N 6.21782 1.14480 3.16198  0.00
4 C 4.96452 1.14790 2.78318  0.00
5 C 4.52672 1.15880 1.41938  0.00
6 C 5.40812 1.15520 0.35038  0.00
7 C 4.89892 1.17170 -0.95002  -0.01
8 C 3.52772 1.20360 -1.13192  0.01
9 N 2.65432 1.19410 -0.12332  -0.01
10 C 3.11722 1.15780 1.16998  0.01
11 C 2.18592 1.11460 2.22798  -0.02
12 N 0.85202 1.03880 1.93108  -0.03
13 C -0.04848 1.06780 2.89678  0.01
14 C 0.29092 1.14440 4.24258  0.00
15 C 1.63352 1.16600 4.59238  0.00
16 C 2.60492 1.14740 3.60018  -0.01
17 C 4.00492 1.15370 3.86998  0.00
18 N 4.53642 1.16160 5.07198  0.00
19 H 6.46972 1.14130 0.54018  0.00
20 H 5.56352 1.16740 -1.79692  0.00
21 H 3.09242 1.23550 -2.12922  0.00
22 H -1.08848 1.01760 2.59258  0.00
23 H -0.47928 1.17890 4.99438  0.00
24 H 1.94242 1.19560 5.62588  0.00
25 C -4.40158 -3.69730 -1.67642  0.00
26 C -3.65968 -3.19220 -0.42662  0.00
27 C -2.25608 -3.80630 -0.41802  0.00
28 C -4.38658 -3.67450 0.84088  0.00
29 C -3.64758 -1.67840 -0.44232  0.01
30 C -4.85988 -0.97270 -0.32842  0.00
31 C -4.92038 0.40670 -0.33882  0.00
32 C -3.73758 1.11780 -0.43932  0.01
33 S -3.50078 2.83860 -0.47592  0.00
34 C -1.79668 2.57060 -0.56682  0.00
35 N -1.41758 1.28540 -0.57652  -0.03
36 C -2.49828 0.44620 -0.52862  0.03
37 C -2.47108 -0.94870 -0.55852  -0.02
38 C -0.80358 3.59570 -0.59032  0.01
39 C -1.10098 4.95990 -0.47662  -0.02
40 C -0.07358 5.87690 -0.42002  0.04
41 C 1.25232 5.44810 -0.44472  -0.02
42 C 1.55142 4.10060 -0.61152  0.06
43 C 0.54552 3.14800 -0.67152  -0.02
44 H -4.41428 -4.78410 -1.67512  0.00
45 H -3.89388 -3.36160 -2.57822  0.00
46 H -5.42858 -3.34640 -1.70572  0.00
47 H -2.34878 -4.88820 -0.36512  0.00
48 H -1.69468 -3.48480 0.45818  0.00
49 H -1.70148 -3.57020 -1.32462  0.00
50 H -4.37698 -4.76030 0.87418  0.00
51 H -5.42158 -3.35050 0.87248  0.00
52 H -3.87908 -3.30100 1.72808  0.00
53 H -5.78118 -1.52110 -0.23082  0.00
54 H -5.86398 0.92470 -0.26152  0.00
55 H -1.52848 -1.44730 -0.69932  0.00
56 H -2.13338 5.27660 -0.41952  0.00
57 H -0.29648 6.93000 -0.35922  0.00
58 H 2.05022 6.16750 -0.33592  0.00
59 H 2.59372 3.80930 -0.67462  0.00
60 N 1.11592 -1.19430 -0.29022  0.03
61 C 1.01842 -1.78560 -1.60722  -0.03
62 C 0.39152 -1.04270 -2.59892  0.01
63 C 0.18682 -1.58350 -3.85312  0.00
64 C 0.63342 -2.86760 -4.12972  0.00
65 C 1.31192 -3.58700 -3.15982  0.00
66 C 1.49942 -3.05760 -1.89272  0.00
67 H 1.99922 -1.46690 0.14958  0.00
68 H 0.37732 -1.57000 0.31388  0.00
69 H 0.07822 -0.00470 -2.37712  0.00
70 H -0.32118 -1.01130 -4.61222  0.00
71 H 0.46552 -3.29700 -5.10562  0.00
72 H 1.69132 -4.57100 -3.38812  0.00
73 H 2.01762 -3.63450 -1.13952  0.00

The expectation value of S² is 0.760. As for the total energy: -4573.71949 a.u. The calculation puts the LUMO energy (alpha / beta) at -7.4 / -7.5 eV. The calculation puts the frontier orbital gap (alpha / beta) at 6.0 / 5.9 eV. The total charge is +2. Its molar mass is 745.756 g/mol. As for the multiplicity: 2. The calculation puts the HOMO energy (alpha / beta) at -0.491 / -0.492 hartree.

Entry 2:
ORCA calculation (ωB97M-V/def2-TZVPD) on a molecular structure, C35H30Cl2F3GaN4O4S2.

Each line ends with the Löwdin charge.
Element x y z (Å)
1 Ga 0.15944 0.06714 0.37627  0.12
2 F 2.45847 -2.66995 -3.56685  0.13
3 C 1.14417 -2.93063 -3.70185  -0.60
4 F 1.05017 -4.12563 -4.31964  0.13
5 F 0.64225 -2.01849 -4.54423  0.12
6 C 0.44340 -2.94700 -2.37204  -0.12
7 C -0.17296 -4.09996 -1.92650  0.01
8 C -0.81152 -4.12809 -0.69125  -0.04
9 C -0.77998 -2.98363 0.07314  -0.09
10 N -0.16689 -1.87802 -0.34587  0.01
11 C 0.41830 -1.79880 -1.55938  -0.64
12 S 1.04650 -0.22874 -1.91003  0.78
13 H -0.16724 -4.97991 -2.55473  0.13
14 H -1.32736 -5.00996 -0.34207  0.11
15 H -1.25723 -2.92012 1.04380  0.13
16 N 0.45062 2.09846 0.68191  0.04
17 C 0.97272 2.49158 2.00986  -0.19
18 C 0.11322 1.90995 3.13461  -0.08
19 C 0.20235 0.39178 3.13898  -0.61
20 O 0.89043 -0.19600 3.95405  0.04
21 O -0.46498 -0.20442 2.18246  -0.04
22 H 1.02635 2.48500 -0.05899  0.12
23 H -0.50873 2.45615 0.57646  0.08
24 H 0.98987 3.57991 2.09229  0.12
25 H 1.99900 2.12954 2.09099  0.11
26 H -0.92225 2.21932 2.98733  0.12
27 H 0.47957 2.28539 4.08806  0.12
28 N 2.14505 -0.39063 0.91588  -0.29
29 S 3.10236 -0.72602 2.16742  1.12
30 C 4.71859 -0.81862 1.42159  -0.40
31 C 4.98817 -1.73209 0.40883  -0.07
32 C 6.23191 -1.71717 -0.19604  -0.06
33 C 7.19644 -0.80290 0.21582  -0.07
34 C 6.91996 0.10038 1.22938  -0.07
35 C 5.67063 0.09761 1.83739  -0.08
36 C 2.88182 -2.44820 2.62987  -0.36
37 C 1.60582 -2.97487 2.54384  -0.07
38 C 1.39144 -4.28426 2.94921  -0.06
39 C 2.43974 -5.03929 3.45410  -0.07
40 C 3.70926 -4.48650 3.56534  -0.07
41 C 3.93743 -3.18219 3.15548  -0.08
42 H 2.53237 -0.80623 0.07115  -0.03
43 H 4.23459 -2.44856 0.10325  0.12
44 H 6.45186 -2.41938 -0.98889  0.11
45 H 8.16824 -0.79758 -0.25978  0.11
46 H 7.67189 0.80988 1.54746  0.11
47 H 5.43668 0.80006 2.62745  0.11
48 H 0.79542 -2.34889 2.19571  0.07
49 H 0.39824 -4.70918 2.88277  0.11
50 H 2.26727 -6.05927 3.77166  0.11
51 H 4.52459 -5.07259 3.96821  0.11
52 H 4.92763 -2.75203 3.23294  0.11
53 Cl -4.80462 -4.15523 -0.22770  0.72
54 C -4.04756 -3.85288 -1.75691  -0.61
55 C -3.94294 -4.88849 -2.66887  -0.11
56 C -3.29091 -4.67527 -3.87410  -0.08
57 C -2.76815 -3.42722 -4.16965  -0.11
58 C -2.90772 -2.39688 -3.25384  -0.58
59 Cl -2.30238 -0.82635 -3.65416  0.78
60 C -3.53109 -2.57980 -2.01532  -0.34
61 N -3.59578 -1.56087 -1.06184  0.06
62 C -4.78564 -0.84216 -0.85180  -0.21
63 C -5.91377 -1.05293 -1.64054  -0.03
64 C -7.07321 -0.32586 -1.42190  -0.09
65 C -7.11737 0.63153 -0.42266  -0.10
66 C -5.99505 0.83514 0.36729  -0.04
67 C -4.82739 0.10714 0.18154  -0.14
68 C -3.66644 0.29493 1.13077  -0.04
69 C -2.49166 1.09621 0.58241  -0.56
70 O -2.32333 2.26711 0.89730  0.04
71 O -1.68373 0.44571 -0.21145  -0.09
72 H -4.35923 -5.85499 -2.42078  0.10
73 H -3.19747 -5.48268 -4.58793  0.11
74 H -2.26529 -3.23652 -5.10744  0.11
75 H -2.76302 -0.97631 -0.99612  0.08
76 H -5.87864 -1.78470 -2.43816  0.11
77 H -7.93964 -0.50496 -2.04584  0.10
78 H -8.01644 1.20824 -0.25128  0.10
79 H -6.02334 1.56899 1.16425  0.11
80 H -3.27811 -0.68504 1.42106  0.13
81 H -4.01616 0.81299 2.02106  0.12

For the energy above the lowest of the compared OMol25 structures with the same formula, charge and spin, the calculation gives 10.3 kcal per mole. As for the total energy: -5813.06482 a.u. The calculation puts the LUMO energy at 0.1 eV. The calculation puts the frontier orbital gap at 7.8 eV. The total charge is 0. Its molar mass is 832.406 g/mol. The calculation puts the HOMO energy at -0.283 hartree.